{
  "formula": "C31H59O21S6",
  "method": "ωB97M-V/def2-TZVPD",
  "charge": -1,
  "spin_multiplicity": 1,
  "e_homo_ha": -0.1178,
  "fmax_ha_per_bohr": 0.06022,
  "species": ["C", "C", "C", "O", "H", "H", "H", "H", "H", "H", "H", "C", "C", "O", "S", "O", "O", "O", "H", "H", "H", "H", "C", "C", "O", "S", "O", "O", "O", "H", "H", "H", "H", "O", "S", "O", "O", "C", "C", "C", "H", "H", "H", "H", "H", "H", "H", "H", "O", "S", "O", "O", "C", "C", "C", "H", "H", "H", "H", "H", "H", "H", "H", "O", "S", "O", "O", "C", "C", "C", "H", "H", "H", "H", "H", "H", "H", "H", "O", "S", "O", "O", "C", "C", "C", "H", "H", "H", "H", "H", "H", "H", "H", "C", "C", "C", "C", "C", "C", "H", "H", "H", "H", "H", "H", "C", "C", "C", "C", "C", "C", "H", "H", "H", "H", "H", "H"],
  "coordinates": [[27.21, 8.85, -11.91], [26.30, 9.82, -12.64], [25.16, 9.03, -13.26], [25.91, 10.81, -11.86], [26.62, 8.48, -11.06], [28.11, 9.37, -11.61], [27.44, 7.95, -12.49], [26.87, 10.21, -13.53], [24.64, 9.71, -13.92], [24.54, 8.48, -12.54], [25.56, 8.18, -13.86], [29.18, 6.74, -7.83], [30.42, 7.48, -8.31], [31.03, 6.58, -9.26], [30.90, 5.14, -8.60], [31.81, 5.08, -7.52], [30.91, 4.10, -9.51], [29.44, 5.36, -8.06], [28.32, 6.99, -8.43], [28.98, 6.96, -6.79], [31.09, 7.76, -7.50], [30.08, 8.31, -8.92], [24.74, 5.08, -14.07], [24.38, 4.49, -15.41], [22.96, 4.49, -15.44], [22.31, 5.31, -14.24], [21.96, 4.45, -13.18], [21.43, 6.28, -14.71], [23.68, 5.99, -13.82], [25.66, 5.65, -14.13], [24.85, 4.36, -13.27], [24.73, 3.46, -15.47], [24.78, 5.11, -16.21], [23.68, 13.93, -12.25], [22.32, 14.20, -12.09], [21.77, 15.35, -12.69], [21.45, 12.99, -12.57], [22.09, 11.73, -12.98], [22.21, 10.79, -11.84], [21.97, 14.17, -10.38], [23.07, 11.98, -13.42], [21.52, 11.37, -13.83], [22.91, 11.23, -11.13], [22.72, 9.86, -12.13], [21.25, 10.53, -11.40], [22.48, 13.28, -10.01], [20.89, 14.04, -10.25], [22.26, 15.10, -9.91], [29.89, 13.09, -13.04], [30.80, 12.27, -13.74], [30.92, 12.34, -15.16], [32.22, 12.58, -13.09], [33.41, 12.33, -13.90], [34.62, 12.46, -12.98], [30.62, 10.62, -13.17], [33.42, 13.12, -14.65], [33.35, 11.32, -14.31], [34.56, 13.45, -12.52], [35.51, 12.32, -13.58], [34.55, 11.79, -12.13], [31.51, 10.05, -13.40], [29.71, 10.20, -13.62], [30.41, 10.73, -12.12], [27.13, 12.76, -15.11], [27.39, 11.95, -16.22], [28.10, 12.44, -17.37], [28.17, 10.65, -15.68], [29.04, 10.00, -16.59], [29.25, 8.59, -16.10], [25.87, 11.15, -16.65], [30.04, 10.45, -16.62], [28.67, 9.90, -17.61], [28.32, 8.08, -15.84], [29.91, 8.53, -15.23], [29.82, 8.02, -16.85], [25.62, 10.63, -15.72], [26.03, 10.43, -17.44], [25.15, 11.95, -16.77], [20.21, 9.08, -19.58], [19.84, 9.10, -18.22], [19.08, 8.05, -17.65], [21.18, 9.22, -17.44], [21.12, 9.25, -15.98], [22.53, 9.36, -15.45], [19.03, 10.61, -17.84], [20.66, 8.32, -15.66], [20.55, 10.13, -15.66], [22.49, 9.33, -14.37], [23.00, 10.26, -15.85], [23.16, 8.52, -15.77], [19.19, 10.84, -16.80], [17.99, 10.43, -18.08], [19.43, 11.36, -18.51], [29.93, 4.89, -13.41], [28.92, 5.11, -12.47], [27.75, 4.37, -12.47], [27.56, 3.38, -13.42], [28.52, 3.19, -14.39], [29.73, 3.89, -14.34], [30.85, 5.45, -13.35], [29.21, 5.80, -11.68], [27.03, 4.49, -11.67], [26.59, 2.90, -13.39], [28.41, 2.48, -15.20], [30.55, 3.67, -15.02], [22.78, 4.71, -10.31], [24.02, 5.31, -10.46], [24.30, 6.59, -9.90], [23.26, 7.27, -9.30], [22.01, 6.69, -9.14], [21.78, 5.40, -9.66], [22.61, 3.78, -10.84], [24.81, 4.86, -11.06], [25.27, 7.03, -10.08], [23.40, 8.27, -8.88], [21.18, 7.20, -8.66], [20.81, 4.91, -9.61]]
}